[1]
{
  "formula": "C24H16Cl56N4OP",
  "method": "ωB97M-V/def2-TZVPD",
  "symbols": ["C", "N", "C", "C", "C", "C", "C", "N", "C", "O", "C", "P", "C", "C", "N", "N", "H", "H", "H", "H", "H", "H", "H", "H", "H", "H", "H", "H", "H", "H", "H", "H", "C", "Cl", "Cl", "Cl", "Cl", "C", "Cl", "Cl", "Cl", "Cl", "C", "Cl", "Cl", "Cl", "Cl", "C", "Cl", "Cl", "Cl", "Cl", "C", "Cl", "Cl", "Cl", "Cl", "C", "Cl", "Cl", "Cl", "Cl", "C", "Cl", "Cl", "Cl", "Cl", "C", "Cl", "Cl", "Cl", "Cl", "C", "Cl", "Cl", "Cl", "Cl", "C", "Cl", "Cl", "Cl", "Cl", "C", "Cl", "Cl", "Cl", "Cl", "C", "Cl", "Cl", "Cl", "Cl", "C", "Cl", "Cl", "Cl", "Cl", "C", "Cl", "Cl", "Cl", "Cl"],
  "coordinates": [[2.94, 1.76, -5.12], [2.69, 2.08, -6.58], [1.60, 3.11, -6.78], [0.10, 2.62, -6.29], [-0.54, 3.50, -5.02], [-2.03, 3.09, -4.42], [-2.74, 1.78, -5.16], [-4.10, 1.36, -4.65], [-3.96, 1.23, -3.28], [-3.77, 1.44, -1.95], [-1.97, 1.04, -6.40], [-2.93, -0.49, -7.16], [-1.99, -2.12, -6.85], [-3.36, -0.20, -9.00], [-0.60, 1.46, -6.96], [-0.15, 0.72, -8.03], [3.72, 2.50, -4.60], [3.49, 0.70, -5.11], [1.97, 1.63, -4.47], [2.57, 1.23, -7.17], [1.53, 3.45, -7.90], [1.92, 4.08, -6.17], [0.00, 4.42, -4.53], [-2.54, 3.69, -3.55], [-2.36, -2.98, -7.59], [-2.32, -2.50, -5.77], [-0.83, -1.96, -6.87], [-4.09, -1.07, -9.35], [-3.75, 0.87, -9.26], [-2.35, -0.38, -9.62], [-0.82, 0.95, -8.82], [0.78, 1.01, -8.40], [-3.40, -4.77, -3.59], [-2.37, -3.34, -3.31], [-2.76, -6.15, -2.68], [-5.06, -4.41, -3.05], [-3.41, -5.16, -5.33], [5.54, -0.17, -2.62], [6.32, -0.84, -1.17], [6.76, 0.63, -3.64], [4.77, -1.50, -3.54], [4.30, 1.01, -2.15], [-2.86, -2.23, 0.88], [-3.02, -3.87, 0.20], [-3.11, -1.02, -0.40], [-4.09, -2.00, 2.15], [-1.24, -2.03, 1.58], [-5.56, -6.13, 3.04], [-4.78, -6.79, 4.50], [-4.34, -5.33, 2.02], [-6.33, -7.45, 2.12], [-6.80, -4.94, 3.52], [1.10, -1.69, 4.94], [2.34, -2.83, 5.51], [1.22, -1.51, 3.17], [-0.52, -2.31, 5.36], [1.34, -0.10, 5.71], [-1.30, 5.22, -0.75], [-1.79, 4.02, 0.46], [-1.27, 4.46, -2.36], [-2.48, 6.57, -0.76], [0.32, 5.85, -0.36], [2.90, 3.33, 6.99], [1.81, 3.14, 8.39], [4.03, 1.96, 6.92], [1.93, 3.38, 5.49], [3.81, 4.85, 7.15], [-8.50, -1.79, -1.84], [-8.72, -2.09, -0.10], [-7.06, -0.78, -2.09], [-8.29, -3.34, -2.69], [-9.94, -0.95, -2.48], [-6.84, -6.61, 8.21], [-8.40, -7.18, 8.84], [-5.71, -7.98, 8.06], [-7.08, -5.87, 6.60], [-6.15, -5.39, 9.32], [3.96, -6.67, 3.86], [3.31, -8.32, 4.01], [2.64, -5.53, 3.52], [4.77, -6.21, 5.38], [5.14, -6.62, 2.52], [5.46, 5.22, -3.04], [6.49, 6.65, -2.76], [6.10, 3.83, -2.12], [3.80, 5.57, -2.50], [5.45, 4.83, -4.78], [6.66, 3.39, 9.98], [7.91, 2.25, 10.55], [6.79, 3.56, 8.21], [5.05, 2.77, 10.40], [6.91, 4.97, 10.75], [2.76, -1.01, 11.09], [4.18, -1.96, 11.60], [2.26, 0.07, 12.42], [3.18, -0.03, 9.66], [1.43, -2.11, 10.68], [4.86, 6.29, 3.44], [5.89, 7.72, 3.72], [5.50, 4.90, 4.35], [3.20, 6.64, 3.98], [4.85, 5.90, 1.70]],
  "mol_weight_g_mol": 2392.76,
  "orbital_gap_ev": 6.3,
  "largest_force_ev_per_a": 11.5,
  "total_charge": 1
}

---

[2]
{
  "formula": "C24H24N5O5SbSe4W",
  "method": "ωB97M-V/def2-TZVPD",
  "symbols": ["W", "O", "C", "C", "C", "C", "C", "C", "C", "O", "N", "N", "C", "C", "C", "C", "C", "C", "C", "O", "H", "H", "H", "H", "H", "H", "H", "H", "H", "H", "Se", "Sb", "Se", "Se", "Se", "C", "O", "H", "H", "H", "H", "N", "C", "N", "O", "H", "H", "H", "H", "C", "C", "C", "C", "C", "C", "C", "C", "N", "H", "H", "H", "H", "H", "H"],
  "coordinates": [[1.05, -1.39, 1.03], [3.62, 2.26, 2.36], [2.78, 2.54, 3.39], [3.20, 3.49, 4.32], [2.37, 3.85, 5.37], [1.12, 3.26, 5.52], [0.70, 2.32, 4.60], [1.51, 1.97, 3.52], [1.01, 1.02, 2.52], [1.80, 0.05, 2.11], [-0.17, 1.10, 2.01], [-0.34, 0.10, 1.09], [-1.69, -0.03, 0.78], [-2.20, -0.87, -0.13], [-3.63, -1.10, -0.23], [-4.11, -2.09, -1.00], [-3.21, -2.96, -1.76], [-1.89, -2.76, -1.76], [-1.25, -1.62, -1.01], [-0.24, -2.14, -0.15], [3.72, 1.30, 2.20], [4.19, 3.91, 4.20], [2.72, 4.59, 6.08], [0.49, 3.53, 6.35], [-0.27, 1.85, 4.69], [-2.33, 0.59, 1.40], [-4.29, -0.49, 0.37], [-5.18, -2.28, -1.06], [-3.63, -3.77, -2.33], [-1.22, -3.39, -2.33], [1.77, -2.59, 3.52], [3.93, -2.61, 1.62], [2.81, -1.94, -0.64], [-0.46, -2.28, 2.90], [5.28, -0.72, 2.10], [0.80, -5.11, -0.04], [1.26, -4.28, 1.02], [0.50, -4.44, -0.85], [-0.06, -5.70, 0.26], [1.59, -5.77, -0.41], [1.59, -4.80, 1.76], [3.41, 2.58, -1.17], [2.24, 2.29, -0.54], [1.53, 3.36, -0.06], [1.82, 1.15, -0.44], [3.81, 3.50, -1.18], [3.97, 1.79, -1.45], [1.97, 4.25, 0.07], [0.76, 3.13, 0.54], [-0.55, -0.70, -2.05], [-1.50, -0.13, -3.07], [-1.50, -0.62, -4.37], [-2.37, -0.11, -5.33], [-3.25, 0.90, -4.97], [-3.25, 1.42, -3.68], [-2.38, 0.90, -2.74], [-4.17, 1.43, -5.95], [-4.90, 1.85, -6.74], [0.20, -1.32, -2.55], [-0.02, 0.10, -1.52], [-0.81, -1.40, -4.65], [-2.36, -0.49, -6.34], [-3.93, 2.21, -3.42], [-2.37, 1.31, -1.74]],
  "mol_weight_g_mol": 1083.93,
  "orbital_gap_ev": 5.6,
  "largest_force_ev_per_a": 2.6
}

---

[3]
{
  "formula": "C2H4N4S",
  "method": "ωB97M-V/def2-TZVPD",
  "symbols": ["C", "C", "N", "N", "N", "N", "S", "H", "H", "H", "H"],
  "coordinates": [[2.02, 0.63, 0.60], [0.10, 0.85, -0.67], [1.39, 1.12, -0.30], [0.44, -1.16, 0.40], [-0.35, -0.42, -0.26], [-1.75, -0.57, -0.02], [-0.90, 1.85, -1.41], [2.95, 0.81, 1.01], [0.26, -1.59, 1.27], [-1.95, -1.52, 0.10], [-2.21, 0.00, -0.72]],
  "mol_weight_g_mol": 116.15,
  "orbital_gap_ev": [6.7, 7.8],
  "largest_force_ev_per_a": 3.7,
  "relative_energy_kcal_mol": 38.1,
  "multiplicity": 3
}

---

[4]
{
  "formula": "C7H14NOPS",
  "method": "ωB97M-V/def2-TZVPD",
  "symbols": ["C", "C", "C", "C", "C", "C", "C", "N", "O", "P", "S", "H", "H", "H", "H", "H", "H", "H", "H", "H", "H", "H", "H", "H", "H"],
  "coordinates": [[-2.74, 2.23, -0.40], [2.35, -1.53, -0.11], [3.19, 0.70, -0.02], [-2.17, -0.57, 1.66], [-3.43, 1.09, -0.77], [0.69, 0.33, -0.82], [1.91, -0.13, 0.02], [-2.28, 3.19, 0.02], [-0.33, 0.22, 0.15], [-1.68, -0.58, -0.12], [-1.56, -2.24, -1.02], [2.92, -1.69, -1.01], [1.47, -2.18, -0.18], [3.01, -2.00, 0.60], [3.57, 0.70, -1.02], [3.86, 0.24, 0.65], [2.91, 1.67, 0.29], [-3.23, -0.38, 1.78], [-1.90, -1.60, 2.08], [-1.56, 0.18, 2.04], [-3.68, 1.12, -1.75], [-4.15, 0.52, -0.12], [0.66, 1.28, -1.23], [0.53, -0.37, -1.79], [1.64, -0.20, 1.08]],
  "mol_weight_g_mol": 191.24,
  "orbital_gap_ev": [8.2, 8.2],
  "largest_force_ev_per_a": 4.9,
  "relative_energy_kcal_mol": 46.3
}

---

[5]
{
  "formula": "C4H8O2",
  "method": "ωB97M-V/def2-TZVPD",
  "symbols": ["O", "C", "C", "C", "C", "O", "H", "H", "H", "H", "H", "H", "H", "H"],
  "coordinates": [[2.04, 0.66, 0.49], [1.01, 0.67, -0.36], [-0.39, 0.77, -0.04], [-0.35, -0.75, -0.06], [-0.88, -0.68, 1.35], [-0.61, 0.75, 1.37], [1.61, 0.58, 1.35], [1.33, 1.06, -1.33], [0.07, -0.23, -2.75], [-1.06, 1.37, -0.64], [-0.51, -0.59, -2.43], [0.14, -1.57, -0.53], [-0.42, -1.23, 2.17], [-1.98, -0.83, 1.40]],
  "mol_weight_g_mol": 88.11,
  "orbital_gap_ev": 8.2,
  "largest_force_ev_per_a": 1.2,
  "relative_energy_kcal_mol": 148.7
}

---

[6]
{
  "formula": "C14H27CeN3O5S",
  "method": "ωB97M-V/def2-TZVPD",
  "symbols": ["Ce", "C", "C", "O", "C", "C", "O", "C", "C", "O", "C", "C", "O", "C", "C", "O", "H", "H", "H", "H", "H", "H", "H", "H", "H", "H", "H", "H", "H", "H", "H", "H", "H", "H", "H", "H", "C", "C", "C", "N", "N", "C", "N", "S", "H", "H", "H", "H", "H", "H", "H"],
  "coordinates": [[-0.26, 0.09, -0.28], [1.29, 2.65, -1.58], [-0.08, 2.82, -2.23], [-0.83, 1.62, -2.21], [-2.24, 1.92, -2.40], [-3.04, 0.71, -2.10], [-2.66, 0.19, -0.78], [-3.78, 0.11, 0.06], [-3.24, -0.44, 1.40], [-2.04, 0.29, 1.66], [-1.42, -0.17, 2.91], [-0.18, 0.64, 3.25], [0.49, 0.85, 1.96], [1.49, 1.88, 2.05], [2.14, 2.16, 0.71], [0.98, 2.36, -0.20], [1.87, 3.58, -1.67], [1.97, 1.87, -1.97], [0.07, 3.16, -3.26], [-0.58, 3.60, -1.58], [-2.27, 2.30, -3.42], [-2.50, 2.76, -1.75], [-2.78, -0.09, -2.85], [-4.08, 0.86, -2.06], [-4.55, -0.55, -0.40], [-4.18, 1.13, 0.22], [-2.97, -1.55, 1.34], [-3.95, -0.34, 2.22], [-1.10, -1.24, 2.81], [-2.21, -0.06, 3.73], [0.47, 0.08, 3.98], [-0.38, 1.64, 3.65], [2.21, 1.48, 2.76], [1.02, 2.79, 2.48], [2.79, 1.33, 0.25], [2.67, 3.09, 0.69], [3.48, -3.84, 1.56], [3.25, -2.45, 0.95], [2.33, -2.41, -0.26], [1.39, -1.49, -0.37], [0.59, -1.63, -1.53], [0.85, -2.67, -2.26], [0.19, -2.97, -3.42], [2.17, -3.61, -1.56], [4.06, -3.84, 2.51], [4.00, -4.53, 0.85], [2.50, -4.28, 1.81], [4.18, -2.07, 0.46], [2.87, -1.73, 1.61], [-0.47, -2.29, -3.78], [0.52, -3.70, -3.98]],
  "mol_weight_g_mol": 489.57,
  "orbital_gap_ev": [5.8, 5.8],
  "largest_force_ev_per_a": 4.0,
  "relative_energy_kcal_mol": 25.8,
  "total_charge": 4
}

---

[7]
{
  "formula": "C30H89N3O13",
  "method": "ωB97M-V/def2-TZVPD",
  "symbols": ["C", "C", "O", "H", "H", "H", "H", "H", "H", "C", "C", "O", "H", "H", "H", "H", "H", "H", "C", "C", "O", "H", "H", "H", "H", "H", "H", "C", "C", "O", "H", "H", "H", "H", "H", "H", "C", "C", "O", "H", "H", "H", "H", "H", "H", "C", "C", "O", "H", "H", "H", "H", "H", "H", "C", "C", "O", "H", "H", "H", "H", "H", "H", "C", "C", "O", "H", "H", "H", "H", "H", "H", "C", "C", "C", "O", "C", "N", "H", "H", "H", "H", "H", "H", "H", "H", "H", "H", "H", "C", "C", "C", "O", "C", "N", "H", "H", "H", "H", "H", "H", "H", "H", "H", "H", "H", "C", "C", "C", "O", "C", "N", "H", "H", "H", "H", "H", "H", "H", "H", "H", "H", "H", "C", "O", "H", "H", "H", "H", "C", "O", "H", "H", "H", "H"],
  "coordinates": [[3.11, -2.31, -5.91], [4.26, -1.27, -5.66], [4.05, 0.07, -5.99], [2.19, -2.18, -5.34], [3.59, -3.28, -5.84], [2.73, -2.18, -6.92], [5.05, -1.65, -6.31], [4.47, -1.24, -4.60], [3.86, 0.55, -5.18], [-3.62, -4.40, -2.99], [-4.15, -3.07, -3.55], [-5.32, -3.39, -4.17], [-3.41, -5.26, -3.63], [-4.11, -4.69, -2.06], [-2.60, -4.25, -2.66], [-3.44, -2.57, -4.21], [-4.45, -2.44, -2.72], [-5.76, -3.92, -3.51], [-1.34, -4.80, -0.19], [-1.35, -5.55, 1.09], [-1.29, -4.46, 2.01], [-0.34, -4.41, -0.35], [-1.94, -3.88, -0.25], [-1.50, -5.46, -1.05], [-0.48, -6.17, 1.31], [-2.33, -6.03, 1.21], [-0.44, -4.48, 2.45], [-1.68, 2.69, 5.03], [-0.97, 4.06, 5.02], [-1.82, 4.98, 5.66], [-1.21, 1.92, 4.41], [-2.67, 2.92, 4.64], [-1.75, 2.37, 6.07], [-0.79, 4.37, 3.99], [0.06, 4.00, 5.38], [-2.05, 4.48, 6.45], [-0.40, 3.90, -3.25], [-1.51, 3.31, -4.20], [-1.12, 1.99, -4.64], [0.54, 3.86, -3.80], [-0.36, 3.41, -2.27], [-0.78, 4.88, -2.94], [-1.74, 4.10, -4.91], [-2.45, 3.08, -3.69], [-0.80, 1.45, -3.92], [-3.20, -0.38, 1.85], [-2.90, -0.90, 3.23], [-4.00, -1.43, 3.78], [-3.89, 0.46, 1.98], [-3.61, -1.03, 1.08], [-2.27, 0.00, 1.42], [-2.42, -0.23, 3.94], [-2.14, -1.68, 3.20], [-4.00, -2.35, 3.50], [2.30, -5.47, -2.52], [1.00, -5.42, -3.36], [1.15, -5.91, -4.63], [2.15, -5.36, -1.45], [2.90, -4.63, -2.85], [2.83, -6.41, -2.72], [0.58, -4.41, -3.40], [0.35, -6.16, -2.90], [1.43, -5.22, -5.24], [2.16, -3.21, 2.33], [2.56, -4.42, 3.12], [1.47, -5.45, 3.11], [1.68, -3.36, 1.36], [2.88, -2.40, 2.30], [1.32, -2.87, 2.93], [2.84, -4.26, 4.16], [3.42, -4.81, 2.58], [1.79, -6.33, 3.31], [-4.92, 6.22, 2.62], [-5.11, 4.70, 2.58], [-3.81, 3.99, 2.29], [-3.24, 4.33, 0.94], [-1.98, 3.70, 0.75], [-5.59, 4.25, 3.88], [-5.86, 6.77, 2.76], [-4.44, 6.63, 1.73], [-4.36, 6.72, 3.41], [-5.89, 4.49, 1.84], [-3.96, 2.92, 2.41], [-3.07, 4.20, 3.06], [-1.23, 3.86, 1.52], [-1.50, 4.06, -0.17], [-1.96, 2.62, 0.61], [-4.85, 4.40, 4.56], [-6.34, 4.83, 4.23], [2.06, 3.76, 0.67], [3.62, 3.39, 0.84], [4.36, 3.72, -0.46], [3.84, 2.99, -1.51], [4.54, 3.14, -2.76], [4.08, 4.02, 2.06], [1.84, 4.82, 0.50], [1.56, 3.54, 1.61], [1.58, 3.24, -0.16], [3.48, 2.32, 0.96], [5.43, 3.53, -0.34], [4.19, 4.77, -0.67], [4.52, 4.19, -3.07], [4.16, 2.64, -3.65], [5.50, 2.64, -2.64], [3.66, 4.94, 1.96], [5.06, 4.27, 2.03], [-1.25, -1.06, -2.47], [-0.17, -0.06, -2.00], [0.43, -0.45, -0.63], [-0.19, 0.27, 0.42], [0.59, 0.37, 1.63], [0.79, 0.01, -3.07], [-0.85, -2.07, -2.33], [-1.52, -1.02, -3.53], [-2.18, -1.03, -1.92], [-0.59, 0.95, -1.94], [1.51, -0.42, -0.77], [0.30, -1.48, -0.29], [1.44, 1.03, 1.44], [1.00, -0.61, 1.87], [-0.06, 0.78, 2.41], [1.68, 0.11, -2.60], [0.86, -0.87, -3.56], [0.18, -1.66, 5.35], [1.38, -2.22, 5.76], [-0.35, -1.25, 6.21], [0.27, -0.90, 4.57], [-0.46, -2.49, 5.03], [1.19, -2.79, 6.51], [5.32, -0.11, -1.51], [3.94, 0.10, -1.33], [5.88, -0.85, -0.94], [5.54, -0.17, -2.57], [5.75, 0.86, -1.23], [3.89, 0.99, -0.98]],
  "mol_weight_g_mol": 700.05,
  "orbital_gap_ev": 9.5,
  "largest_force_ev_per_a": 3.7,
  "relative_energy_kcal_mol": 130.3
}

---

[8]
{
  "formula": "C4H10O2",
  "method": "ωB97M-V/def2-TZVPD",
  "symbols": ["C", "C", "C", "O", "C", "H", "H", "H", "H", "H", "H", "H", "H", "O", "H", "H"],
  "coordinates": [[0.72, 0.86, 4.07], [-0.29, 2.00, 4.16], [-0.01, 2.76, 2.87], [0.39, 1.77, 1.91], [0.66, 0.54, 2.58], [0.48, 0.00, 4.71], [1.73, 1.22, 4.35], [-0.18, 2.64, 5.06], [-1.32, 1.60, 4.15], [0.81, 3.49, 3.00], [-0.88, 3.31, 2.47], [-0.15, -0.18, 2.36], [1.60, 0.11, 2.18], [3.45, 2.68, 1.20], [3.66, 2.88, 0.25], [2.49, 2.45, 1.19]],
  "smiles": "C1CCOC1.O",
  "mol_weight_g_mol": 90.12,
  "orbital_gap_ev": 10.8,
  "largest_force_ev_per_a": 1.2,
  "relative_energy_kcal_mol": 17.8
}